ORCA calculation (the ωB97M-V functional and the def2-TZVPD basis) on a 2-piece molecular cluster, C2H8N3O2 overall in a non-equilibrium geometry.

Computed properties:
Highest occupied orbital energy   -12.66 eV
Lowest unoccupied orbital energy   -3.50 eV
Total energy   -10759.6888 eV
Max |F|   3.89 eV Å⁻¹

ORCA input file:
```
! RIJCOSX wB97M-V def2-TZVPD def2/J DEFGRID3
* xyz 1 1
C 1.51175 -0.79520 0.22634
C -2.24284 -0.19888 0.45847
N 0.41241 -0.11305 0.25103
N 2.81972 -0.66289 0.14699
N -2.24342 1.03338 0.00152
O 0.40613 1.24694 -0.16641
O -2.65050 -1.25883 -0.14290
H -2.29147 -0.41904 1.55479
H 3.28218 0.18314 0.24386
H 0.90174 1.35345 -0.96846
H 3.37788 -1.41472 0.18527
H -2.09030 1.83420 0.66065
H 1.25407 -1.77218 0.49165
H -2.22475 1.29642 -0.93418
H -3.02116 -1.32626 -1.10958
*
```